Molecular formula: C6H11O3P
Method: DFT, ωB97M-V/def2-TZVPD

The lowest unoccupied orbital energy (alpha / beta) is -0.8732 / -0.6630 eV. The largest force on an atom comes out at 5.086 eV Å⁻¹. The relative energy (zero: lowest compared OMol25 entry of this formula, charge and spin) comes out at 6.430 eV. For the total energy, the calculation gives -802.0282 Ha. Its HOMO-LUMO gap (alpha / beta) is 6.052 / 8.454 eV.

```
21
Properties=species:S:1:pos:R:3:forces:R:3
C -1.74198 -0.88622 -2.29423 -2.9 0.4 -4.1
C 1.84439 0.51594 1.19500 -0.2 -0.7 -0.8
C -1.31956 -0.73968 -1.10054 2.6 0.8 4.0
C 0.72457 -0.14813 0.74159 -1.3 0.6 -0.4
C -3.05047 -1.63186 -2.59938 0.1 1.4 -1.2
C 2.34891 0.17575 2.54869 0.3 0.7 0.8
O 0.90442 0.72811 -1.93105 1.2 1.0 -1.8
O 1.14428 2.31257 1.97069 2.3 1.9 -0.6
O 0.05601 2.75568 1.36302 -1.4 0.1 -0.7
P 0.08761 0.27085 -0.83636 0.0 -0.9 3.5
H -1.23710 -0.27339 -3.07943 -0.4 -0.8 0.5
H 2.53062 0.96534 0.42063 -0.7 -0.5 1.0
H -1.48588 -1.14175 -0.08565 -1.2 -0.3 -1.0
H -0.01969 -0.58698 1.48857 1.2 0.6 -1.1
H -3.96683 -0.96734 -2.95675 2.2 -1.2 0.8
H -3.24352 -2.05480 -1.64693 -1.0 -0.8 0.6
H -2.86550 -2.40490 -3.35611 -0.3 0.1 0.2
H 2.66548 -0.84650 2.42241 0.9 -0.4 0.4
H 1.52749 0.11911 3.36271 1.4 0.6 -1.4
H 3.21131 0.89636 2.76266 -1.2 -1.3 0.4
H 1.88546 2.94185 1.61046 -1.4 -1.5 0.9
```
Forces are in eV/Å.